1.
20 unconnected molecules or ions with the total composition C55H77F17N19O8P at a distorted geometry, computed with wB97M-V/def2-TZVPD.

E   -5823.1253 Eh
HOMO   -0.330 Eh

Each line ends with the Löwdin charge.
CARTESIAN COORDINATES (ANGSTROEM)
O 1.409845 3.035869 -2.977536  -0.233
P 0.318666 3.012328 -1.997275  0.463
O -0.935777 3.844307 -2.626289  -0.208
C -2.134432 3.031402 -2.804108  -0.202
C -3.269749 3.849757 -3.478013  -0.151
C -4.250560 4.523739 -2.474526  -0.267
O -5.488073 4.789331 -3.141487  -0.086
O -0.245004 1.529176 -1.658430  -0.189
C 0.771075 0.622776 -1.222249  -0.192
C 0.546978 0.055763 0.200797  -0.023
C -0.782336 -0.669021 0.421260  -0.415
F -1.842600 0.107401 0.083549  0.131
F -0.911977 -0.854650 1.775325  0.100
C -0.980250 -2.005729 -0.351304  -0.318
F -1.018822 -1.723838 -1.670591  0.145
F -2.234318 -2.444460 -0.027678  0.125
C -0.013497 -3.178407 0.024523  -0.303
F -0.700806 -4.211475 0.546919  0.161
F 0.860535 -2.828328 1.015536  0.128
C 0.912479 -3.663984 -1.176985  -0.301
F 1.759666 -4.568521 -0.599373  0.128
F 1.676882 -2.608615 -1.522178  0.149
C 0.153008 -4.387967 -2.334233  -0.298
F 0.504875 -5.701268 -2.292492  0.151
F -1.184545 -4.406992 -2.129188  0.158
C 0.376181 -3.876283 -3.801603  -0.315
F -0.739205 -4.258614 -4.489188  0.134
F 0.428869 -2.544824 -3.951517  0.170
C 1.571285 -4.500395 -4.601091  -0.324
F 1.570071 -3.863965 -5.802094  0.158
F 1.380120 -5.795948 -4.911870  0.161
C 3.003492 -4.271851 -4.024687  -0.513
F 3.288383 -5.015338 -2.960418  0.195
F 3.287125 -2.983627 -3.840615  0.193
F 3.871735 -4.677384 -4.992706  0.137
O 0.738481 3.650042 -0.553207  -0.127
C -0.381174 4.385647 0.036297  -0.223
O -0.235334 4.385705 1.437621  -0.143
C -0.624178 3.094063 1.934012  -0.290
O -1.469005 3.167554 3.044492  -0.096
C -2.754242 3.671367 2.682559  -0.161
C -3.897639 2.774883 3.240875  -0.236
O -3.732940 1.403207 2.845667  -0.089
H -2.468099 2.690779 -1.806021  0.114
H -1.921594 2.179471 -3.475088  0.111
H -3.885767 3.146328 -4.079823  0.117
H -2.887808 4.610850 -4.182761  0.110
H -4.439710 3.868043 -1.596579  0.116
H -3.793458 5.454402 -2.046968  0.069
H -5.381041 4.678030 -4.091337  0.067
H 0.934122 -0.190576 -1.954143  0.118
H 1.732692 1.181688 -1.198318  0.125
H 1.446579 -0.520903 0.472205  0.126
H 0.532832 0.925113 0.886585  0.117
H -1.369124 3.937009 -0.193850  0.112
H -0.338093 5.410458 -0.372489  0.131
H 0.302887 2.573563 2.240550  0.118
H -1.110867 2.453061 1.166903  0.121
H -2.888085 4.697445 3.077906  0.136
H -2.873697 3.679888 1.575215  0.120
H -4.841600 3.177824 2.817068  0.119
H -3.968620 2.891992 4.345565  0.059
H -4.176679 1.310437 1.991745  0.060
C 4.461624 -2.716157 0.901560  -0.062
C 4.351724 -1.556763 1.801837  -0.252
N 4.272156 -0.654098 2.510019  0.138
H 4.981692 -2.430658 -0.010176  0.062
H 5.018139 -3.512492 1.391972  0.080
H 3.467949 -3.080556 0.645604  0.048
C -3.379846 -2.448901 -4.921501  -0.067
C -3.402227 -1.295734 -4.007092  -0.258
N -3.418544 -0.395755 -3.291996  0.154
H -2.853079 -2.183635 -5.836485  0.086
H -2.872270 -3.286438 -4.448466  0.054
H -4.396193 -2.744015 -5.171999  0.057
C 2.060006 3.912967 5.550572  -0.069
C 1.390141 4.256921 4.285949  -0.177
N 0.865558 4.509124 3.291385  0.192
H 2.415655 4.822322 6.032726  0.083
H 1.354164 3.412828 6.213204  0.078
H 2.906720 3.255437 5.371534  0.035
C -7.869698 -1.672642 -5.903338  -0.064
C -6.618934 -1.467006 -6.650707  -0.274
N -5.642425 -1.305813 -7.235097  0.133
H -7.855514 -1.079573 -4.990175  0.085
H -8.718383 -1.368172 -6.513302  0.081
H -7.976482 -2.724602 -5.643761  0.080
C 6.692447 -5.237287 -5.893925  -0.071
C 7.668448 -6.045343 -6.645872  -0.267
N 8.430162 -6.677071 -7.230077  0.135
H 5.681581 -5.531042 -6.164397  0.059
H 6.833901 -5.388537 -4.824773  0.081
H 6.831248 -4.182413 -6.126394  0.083
C -2.429830 -2.130033 4.092405  -0.057
C -3.628431 -1.720707 4.834477  -0.275
N -4.568836 -1.405705 5.411406  0.138
H -1.625891 -1.418253 4.269280  0.084
H -2.112064 -3.118154 4.423861  0.084
H -2.645031 -2.163197 3.026052  0.059
C -5.622397 -2.649003 2.036856  -0.073
C -5.629533 -1.500576 1.118776  -0.262
N -5.632432 -0.602193 0.401061  0.134
H -5.514053 -2.297958 3.062853  0.051
H -6.559183 -3.207567 1.947044  0.006
H -4.788701 -3.309865 1.796256  0.076
C 2.811042 0.987946 8.278956  -0.077
C 3.700280 2.072468 7.832651  -0.273
N 4.407008 2.913427 7.494136  0.136
H 2.811055 0.184416 7.545383  0.073
H 3.154385 0.597040 9.232871  0.053
H 1.795488 1.364788 8.393681  0.084
C 8.258173 -1.612360 -1.834087  -0.060
C 7.906413 -2.603674 -0.804339  -0.269
N 7.631454 -3.376993 0.000571  0.133
H 9.233365 -1.181835 -1.613855  0.085
H 8.292445 -2.091016 -2.811306  0.078
H 7.513961 -0.817625 -1.851978  0.082
C -0.493682 7.358176 -4.145999  -0.044
C -1.364391 6.862812 -3.070017  -0.223
N -2.040210 6.469215 -2.228436  0.165
H -0.693849 6.809692 -5.065157  0.082
H -0.680763 8.417461 -4.314039  0.082
H 0.550177 7.219442 -3.868528  0.088
C 5.425351 2.432747 3.471945  -0.070
C 6.364808 3.483190 3.047386  -0.271
N 7.092028 4.307097 2.709172  0.119
H 5.407181 1.631386 2.736637  0.041
H 5.734042 2.025766 4.433723  0.078
H 4.424275 2.850591 3.566940  0.064
C -6.756841 1.536068 6.796450  -0.069
C -6.001444 2.582300 6.093577  -0.221
N -5.417290 3.406281 5.543369  0.139
H -7.415215 1.024027 6.097129  0.072
H -6.070929 0.813075 7.229105  0.074
H -7.354609 1.980560 7.588570  0.040
C 6.694662 -6.962432 -10.235157  -0.085
C 6.113588 -6.604099 -11.539447  -0.283
N 5.659429 -6.324352 -12.557630  0.111
H 7.095347 -6.074125 -9.751032  0.060
H 5.928580 -7.402160 -9.596558  0.047
H 7.498239 -7.682998 -10.375081  0.081
C 4.792216 7.294414 2.721816  -0.067
C 3.615263 7.663083 3.524305  -0.278
N 2.697288 7.947110 4.154619  0.125
H 5.584159 8.027700 2.866735  0.075
H 5.156243 6.314636 3.026825  0.049
H 4.526181 7.260866 1.665823  0.078
C -10.626756 2.065794 5.677403  -0.058
C -10.070181 2.288203 7.021133  -0.271
N -9.633704 2.464185 8.069495  0.135
H -9.904735 1.531420 5.061552  0.077
H -11.539598 1.476870 5.748679  0.081
H -10.854682 3.021948 5.209614  0.084
C 5.359843 -2.464283 8.143897  -0.059
C 4.168818 -2.117428 8.935448  -0.267
N 3.238259 -1.845756 9.552991  0.136
H 6.128628 -1.705642 8.281817  0.084
H 5.748819 -3.428723 8.465774  0.082
H 5.098742 -2.519302 7.088151  0.081
C 1.817705 -8.902905 -6.538328  -0.062
C 3.070648 -8.673667 -7.268427  -0.265
N 4.051717 -8.495449 -7.838233  0.135
H 1.810270 -8.297143 -5.633803  0.063
H 0.968754 -8.625363 -7.160908  0.085
H 1.730074 -9.953002 -6.264942  0.083
C 6.238805 9.988248 -0.274686  -0.071
C 5.169700 9.451304 -1.131539  -0.283
N 4.334803 9.032127 -1.800394  0.122
H 6.568310 10.953858 -0.654240  0.079
H 5.871087 10.112902 0.742612  0.073
H 7.085088 9.303146 -0.264851  0.081
C -8.425571 -5.966992 3.491739  -0.057
C -8.422534 -4.820038 2.570811  -0.244
N -8.419721 -3.923459 1.850996  0.139
H -8.323175 -5.616893 4.517585  0.084
H -9.360355 -6.516261 3.393880  0.083
H -7.595455 -6.631233 3.257026  0.082

Cartesian forces, eV/Å:
O 0.239 -0.362 0.696
P 0.415 1.025 -1.042
O 0.538 -1.790 1.230
C -1.078 0.481 -0.712
C -0.327 -0.060 0.733
C 0.730 0.140 -0.010
O -0.093 0.177 0.364
O 0.055 0.507 0.107
C 1.283 -0.161 0.205
C -0.145 1.232 -0.596
C 0.574 0.856 0.472
F 0.479 -0.275 -0.227
F 0.067 -0.717 -0.466
C -1.745 0.263 1.041
F 0.707 -0.387 0.186
F 0.483 0.076 -0.104
C 0.665 -0.408 0.034
F 0.130 0.123 -0.658
F -0.311 0.376 -0.652
C 0.004 -0.283 2.110
F -0.436 0.371 -0.498
F -0.369 -0.233 -0.585
C -0.411 -0.770 -0.397
F 0.285 0.511 -0.349
F 0.502 0.734 0.372
C -0.822 -0.328 -1.060
F 0.553 -0.289 0.226
F 0.357 -0.211 0.774
C 0.158 0.543 -0.957
F -0.016 0.196 0.543
F 0.070 0.188 0.948
C 1.500 -0.590 -1.523
F -0.571 0.560 0.246
F -0.631 -0.344 0.622
F -0.581 -0.049 0.299
O -1.514 -0.505 -1.564
C -0.441 0.765 1.243
O -1.738 -1.026 -3.451
C 0.452 -0.672 0.611
O -0.023 0.212 -0.759
C -0.956 -0.404 0.046
C 0.685 0.631 -0.181
O -0.216 0.451 0.066
H 0.074 -0.128 -0.618
H 0.141 0.279 0.639
H 0.425 0.155 0.379
H 0.098 -0.344 0.355
H -0.098 0.039 -0.669
H -0.745 -0.874 -0.639
H 0.139 0.016 0.167
H -0.490 0.516 0.134
H -0.388 -0.500 0.101
H -0.627 -0.125 -0.066
H -0.126 -0.519 -0.224
H 0.638 0.046 -0.392
H -0.008 -0.444 0.520
H -0.551 0.245 0.108
H 0.083 0.670 -0.058
H 0.127 -0.389 -0.304
H 0.224 0.165 0.519
H 0.364 -0.128 0.359
H 0.415 -0.616 -1.230
H 0.130 -0.183 0.144
C -0.150 0.265 0.229
C 0.031 -0.147 -0.098
N -0.018 -0.225 -0.197
H 0.044 -0.012 0.056
H 0.061 0.048 -0.048
H 0.006 0.033 0.058
C 0.007 0.246 0.268
C -0.018 -0.131 -0.120
N 0.048 -0.152 -0.177
H -0.065 0.019 -0.006
H -0.030 0.046 0.041
H 0.024 0.065 -0.040
C -0.299 0.217 -0.351
C 0.129 -0.045 0.112
N 1.883 0.492 2.821
H 0.032 -0.039 0.006
H 0.008 0.011 -0.014
H -0.017 0.037 -0.012
C 0.293 0.073 -0.152
C -0.174 0.005 0.068
N -0.182 -0.081 0.155
H 0.022 -0.004 -0.022
H 0.031 -0.002 -0.002
H 0.010 0.020 -0.014
C 0.322 -0.229 -0.240
C -0.136 0.106 0.142
N -0.172 0.159 0.101
H 0.066 -0.052 -0.052
H 0.001 -0.025 -0.025
H -0.004 -0.024 -0.013
C -0.225 0.036 0.200
C 0.299 -0.029 -0.156
N -0.059 -0.054 0.038
H -0.054 0.038 -0.049
H -0.025 0.018 0.021
H -0.015 0.084 0.025
C 0.003 0.179 -0.193
C 0.029 -0.152 0.121
N 0.023 -0.136 0.192
H -0.017 0.052 -0.029
H 0.422 0.344 -0.062
H 0.019 0.055 -0.040
C 0.175 0.454 -0.146
C -0.077 -0.180 0.148
N -0.087 -0.196 0.024
H -0.005 0.012 0.030
H -0.029 0.003 -0.032
H 0.025 0.005 -0.013
C -0.082 -0.237 0.249
C 0.079 0.118 -0.122
N 0.000 0.182 -0.198
H -0.023 -0.015 0.010
H 0.006 -0.003 0.029
H 0.019 -0.012 0.014
C -0.188 -0.135 0.239
C 0.105 0.124 -0.115
N 0.586 0.616 -0.101
H 0.006 -0.018 0.034
H -0.008 -0.021 0.027
H -0.027 -0.022 0.014
C 0.297 0.253 -0.114
C -0.154 -0.102 0.077
N -0.168 -0.147 0.068
H -0.043 0.008 0.035
H -0.004 0.042 -0.006
H 0.016 0.007 -0.046
C 0.264 0.269 -0.086
C -0.100 -0.061 0.068
N -0.695 0.014 0.769
H 0.048 -0.025 -0.010
H 0.076 -0.076 -0.078
H 0.033 0.017 -0.041
C -0.219 0.076 -0.323
C 0.064 -0.051 0.163
N 0.087 -0.048 0.207
H 0.031 -0.034 -0.025
H 0.019 -0.011 -0.011
H 0.000 0.033 0.029
C -0.320 0.066 0.154
C 0.118 -0.043 -0.103
N 0.219 -0.050 -0.082
H -0.006 -0.032 0.043
H 0.045 0.033 -0.031
H -0.037 -0.022 0.029
C 0.132 0.058 0.324
C -0.163 0.017 -0.141
N -0.168 -0.048 -0.229
H -0.009 0.021 0.011
H 0.025 0.009 0.016
H 0.024 -0.012 0.019
C -0.278 0.091 0.181
C 0.151 -0.136 -0.049
N 0.245 -0.141 -0.141
H -0.025 -0.007 0.006
H -0.021 0.021 0.007
H -0.005 0.008 0.025
C 0.224 0.059 -0.114
C -0.116 -0.053 0.046
N -0.123 0.049 0.098
H -0.018 -0.021 -0.012
H 0.033 0.006 -0.002
H 0.034 0.017 -0.023
C -0.235 -0.140 -0.190
C 0.122 0.063 0.105
N 0.172 0.087 0.138
H -0.025 -0.019 -0.002
H -0.017 0.005 -0.031
H -0.030 -0.001 -0.014
C 0.007 0.274 -0.199
C -0.141 -0.163 0.082
N -0.326 -0.437 0.203
H -0.001 0.013 -0.029
H 0.015 0.025 -0.013
H -0.015 0.023 -0.009

***

2.
6 unconnected molecules or ions with the total composition C20H33ClN9O2 at a distorted geometry, computed with wB97M-V/def2-TZVPD.

E   -1884.9436 Eh
Net charge   +1
HOMO   -0.426 Eh

Each line ends with the natural charge from an NBO analysis.
CARTESIAN COORDINATES (ANGSTROEM)
C -5.345925 0.215649 -1.284194  -0.652
C -4.643835 1.533579 -1.783400  0.090
O -5.190369 2.736180 -1.202622  -0.697
C -3.066985 1.548431 -1.498273  -0.247
N -2.728256 1.173930 -0.102216  -0.664
C -1.827421 2.171841 0.554693  -0.252
C -1.093824 1.376589 1.729853  -0.092
O 0.293413 1.175101 1.309678  -0.481
C 0.622508 -0.141417 1.226436  0.448
C 1.293382 -0.952090 2.237034  -0.106
N 1.491888 -2.278029 1.738854  -0.483
C 0.946184 -2.325200 0.474654  0.453
C 0.898787 -3.530483 -0.539082  -0.529
C 2.426583 -3.915738 -0.766116  0.130
N 3.056756 -4.721752 -0.004727  -0.597
N 0.425538 -1.082937 0.177066  -0.367
Cl -0.374583 -0.651887 -1.259876  0.290
H -5.154719 0.000557 -0.185449  0.190
H -5.007353 -0.712076 -1.826419  0.231
H -6.460231 0.376363 -1.360639  0.244
H -4.755091 1.555797 -2.906771  0.192
H -4.870813 2.718131 -0.278386  0.450
H -2.646742 0.739742 -2.184752  0.162
H -2.601746 2.513125 -1.841691  0.214
H -3.573374 1.184934 0.485490  0.356
H -2.392121 3.075249 0.944318  0.213
H -1.033994 2.545270 -0.142738  0.217
H -1.084806 2.066766 2.627456  0.207
H -1.632592 0.440334 2.027624  0.207
H 1.637569 -0.675704 3.261444  0.266
H 1.963714 -3.045461 2.226506  0.475
H 0.294785 -4.384328 -0.129270  0.309
H 0.530841 -3.173940 -1.541983  0.263
H 2.951372 -3.398867 -1.614822  0.176
H 4.035664 -4.804837 -0.322816  0.362
C 1.268741 4.870027 0.014276  -0.720
C -0.170432 5.210476 -0.126244  0.283
N -1.291081 5.491059 -0.238162  -0.335
H 1.751150 5.568178 0.697477  0.277
H 1.373947 3.857930 0.407228  0.246
H 1.759007 4.927411 -0.957214  0.247
C -1.254518 -6.757491 2.402503  -0.719
C -0.954579 -6.470496 0.977153  0.327
N -0.724605 -6.251211 -0.130410  -0.377
H -0.527999 -6.256450 3.041999  0.252
H -2.254038 -6.400014 2.649560  0.263
H -1.205696 -7.831353 2.581523  0.271
C 4.798113 3.865274 -1.613368  -0.718
C 4.626962 4.520571 -0.292355  0.310
N 4.492681 5.031011 0.732308  -0.366
H 3.906612 4.019214 -2.221855  0.247
H 5.658989 4.290893 -2.128323  0.272
H 4.957457 2.795777 -1.477668  0.257
C 7.138902 3.603646 2.877336  -0.722
C 7.718225 3.156395 1.589458  0.298
N 8.153078 2.814277 0.579717  -0.351
H 7.776604 4.364808 3.326340  0.260
H 6.146697 4.023267 2.707988  0.267
H 7.056291 2.759738 3.562289  0.248
C -4.243420 -4.359519 -3.102678  -0.714
C -5.291163 -3.569509 -2.407328  0.288
N -6.103451 -2.957265 -1.867902  -0.333
H -3.400096 -3.716225 -3.353803  0.244
H -3.896858 -5.165586 -2.455966  0.256
H -4.649723 -4.787655 -4.018742  0.262

Cartesian forces, eV/Å:
C -0.106 0.384 0.699
C 1.288 -0.389 -0.075
O 0.333 -1.120 0.176
C -0.736 -1.276 -1.247
N 0.069 1.668 0.005
C 0.048 -0.967 0.813
C -1.398 2.546 0.239
O -0.024 -2.736 -0.395
C 2.172 -2.616 3.225
C -0.751 0.898 -1.418
N -1.701 2.508 -1.900
C -0.364 -0.231 -0.392
C 1.703 0.820 0.520
C -0.008 -0.179 0.146
N -0.523 0.832 -0.640
N 0.460 0.092 0.825
Cl 0.355 -0.293 0.404
H -0.133 0.385 -1.139
H -0.497 1.174 0.331
H 1.202 -0.419 -0.178
H -0.089 0.428 1.227
H -0.460 0.299 -0.577
H -0.295 0.814 0.677
H -0.660 -0.724 0.565
H 0.316 -0.301 -0.591
H 0.747 -0.959 -0.339
H -0.802 -0.412 0.542
H 0.423 -0.925 -0.834
H 0.734 0.657 -0.598
H -0.406 -0.196 -1.273
H -0.259 0.357 -0.510
H 0.659 0.840 -0.488
H 0.014 -0.318 1.311
H -0.736 -0.348 0.575
H -0.504 -0.037 0.240
C -0.702 0.168 -0.021
C -0.695 0.291 -0.119
N 1.508 -0.498 0.176
H -0.018 -0.054 -0.057
H -0.016 0.056 0.008
H -0.075 0.052 0.047
C 0.098 0.102 -0.607
C -0.108 -0.156 0.296
N -0.161 -0.067 0.581
H -0.013 -0.044 -0.067
H 0.051 -0.022 -0.066
H 0.016 0.065 -0.057
C -0.063 0.283 0.552
C 0.115 -0.096 -0.181
N 0.032 -0.354 -0.519
H 0.046 0.033 0.051
H -0.036 -0.018 0.081
H 0.040 0.085 0.043
C 0.200 -0.162 -0.439
C -0.167 0.110 0.194
N -0.252 0.113 0.390
H -0.020 -0.051 -0.057
H 0.080 0.013 -0.072
H 0.063 0.025 -0.067
C -0.471 0.319 0.309
C 0.207 -0.210 -0.159
N 0.387 -0.326 -0.219
H -0.073 -0.013 0.012
H -0.044 0.055 -0.022
H -0.002 0.045 0.066